1.
Entry from the Open Molecules 2025 dataset: the molecule CH2O3 (ωB97M-V/def2-TZVPD).

CARTESIAN COORDINATES (ANGSTROEM)
C (-0.3959, 0.0691, 0.0154)
O (0.5422, -0.9900, -0.0210)
O (0.5495, 1.0617, -0.0174)
O (1.5780, 0.0006, 0.0110)
H (-1.0898, -0.2584, -0.9017)
H (-1.1839, 0.1170, 0.9136)

Values from the calculation:
Calculated total energy in a.u.: -264.7621
ΔE to the lowest compared entry with this formula, charge and spin in kcal per mole: 184.6
SMILES: C1OOO1
LUMO energy in eV: 0.508
Maximum force in eV/Å: 5.4

=====

2.
Entry from the Open Molecules 2025 dataset: the molecule C3H3NO2 (ωB97M-V/def2-TZVPD).

CARTESIAN COORDINATES (ANGSTROEM)
O (2.1505, -0.0776, -0.0155)
C (0.9366, -0.3708, 0.2907)
N (0.3519, -1.5388, 0.4856)
O (-1.0339, -1.2634, 0.2689)
C (-1.2252, -0.0366, -0.1010)
C (-0.0414, 0.6909, -0.0833)
H (1.1023, 0.6141, -0.7720)
H (-2.2569, 0.2459, -0.2798)
H (0.0161, 1.7364, 0.2063)

Values from the calculation:
Calculated total energy in a.u.: -321.1617
ΔE to the lowest compared entry with this formula, charge and spin in kcal per mole: 135.5
LUMO energy in eV: -0.643
Maximum force in eV/Å: 0.4

=====

3.
Entry from the Open Molecules 2025 dataset: a 2-piece molecular cluster, C4H9NO overall (ωB97M-V/def2-TZVPD).

CARTESIAN COORDINATES (ANGSTROEM)
C (-2.4293, 3.3339, 0.4672)
C (-2.8225, 3.7748, 1.6730)
N (-3.8547, 3.1768, 2.4384)
H (-2.8917, 2.4032, 0.2236)
H (-1.8553, 3.9489, -0.2170)
H (-2.4314, 4.6834, 2.1028)
H (-3.9256, 2.1617, 2.4646)
H (-4.2682, 3.8969, 2.9965)
C (4.1647, -3.3670, -1.2039)
C (3.1556, -4.0616, -1.7486)
O (2.6939, -3.9860, -3.0517)
H (4.5713, -3.8654, -0.2979)
H (4.5836, -2.3906, -1.4152)
H (2.7078, -4.8021, -1.1153)
H (2.6018, -4.9068, -3.3166)

Values from the calculation:
Calculated total energy in a.u.: -287.7037
ΔE to the lowest compared entry with this formula, charge and spin in kcal per mole: 80.8
SMILES: C=CN.C=CO
LUMO energy in eV: 0.889
Maximum force in eV/Å: 2.2

=====

4.
Entry from the Open Molecules 2025 dataset: an isolated ion of composition C3H8NO and charge -1 (ωB97M-V/def2-TZVPD).

CARTESIAN COORDINATES (ANGSTROEM)
C (0.6640, -0.1907, -0.3567)
N (-0.6044, 0.5185, 0.0298)
C (-0.5936, 1.4434, 1.1622)
O (0.3421, 2.4334, 1.3345)
C (0.3095, -1.5651, -0.9391)
H (1.2641, 0.3290, -1.1833)
H (1.3483, -0.4669, 0.4441)
H (-1.1150, 0.7048, -0.8355)
H (-0.6236, 0.7221, 2.0480)
H (-1.6961, 1.8076, 1.2898)
H (1.2384, -2.0253, -1.1699)
H (-0.5290, -1.5845, -1.7133)
H (-0.0049, -2.1263, -0.1106)

Values from the calculation:
Calculated total energy in a.u.: -249.0441
ΔE to the lowest compared entry with this formula, charge and spin in kcal per mole: 26.6
SMILES: CCNC[O-]
LUMO energy in eV: 4.109
Charge: -1
Maximum force in eV/Å: 2.9

=====

5.
Entry from the Open Molecules 2025 dataset: a 2-piece molecular cluster, C5H14 overall (ωB97M-V/def2-TZVPD).

CARTESIAN COORDINATES (ANGSTROEM)
C (-1.8313, 1.6528, -0.6598)
C (-2.8634, 1.2350, 0.3928)
C (-0.4592, 0.9319, -0.3772)
H (-2.1350, 1.2402, -1.5760)
H (-1.6182, 2.6999, -0.5483)
H (-3.0696, 0.2011, 0.1319)
H (-3.8517, 1.7066, 0.3398)
H (-0.1888, 0.4474, -1.3061)
H (0.2688, 1.6298, 0.0186)
H (-2.6354, 1.3392, 1.4536)
H (-0.5376, 0.2458, 0.4612)
C (2.4594, -1.7972, 0.9753)
C (2.1685, -1.5490, -0.5140)
H (2.9093, -0.9117, 1.4075)
H (1.6938, -2.2389, 1.6086)
H (3.2062, -2.5989, 0.9812)
H (2.7719, -0.6990, -0.8320)
H (1.2008, -1.1659, -0.8186)
H (2.5115, -2.3690, -1.1384)

Values from the calculation:
Calculated total energy in a.u.: -198.8554
ΔE to the lowest compared entry with this formula, charge and spin in kcal per mole: 21.2
SMILES: CCC.CC
LUMO energy in eV: 1.140
Maximum force in eV/Å: 3.4

=====

6.
Entry from the Open Molecules 2025 dataset: C27H32AlBrClN2O4 as an isolated structure (ωB97M-V/def2-TZVPD).

CARTESIAN COORDINATES (ANGSTROEM)
Al (-0.2096, -0.2932, -0.6410)
Cl (-1.8158, -0.0438, 1.1032)
N (-0.1293, 1.7480, -0.7166)
N (-0.2486, -2.3320, -0.4515)
C (-1.0304, 2.5278, -1.1829)
C (-1.0028, -3.1594, -1.0716)
C (0.8920, 2.5694, -0.0070)
C (0.1319, 3.8941, 0.1442)
C (2.1105, 2.7162, -0.9054)
C (1.2522, 1.9439, 1.3243)
H (1.8173, 2.7543, -1.9535)
H (2.7755, 1.8676, -0.7794)
H (2.6444, 3.6347, -0.6618)
H (0.4365, 2.0352, 2.0358)
H (2.1453, 2.4165, 1.7324)
H (1.4678, 0.8848, 1.1907)
C (0.6010, -3.0924, 0.5123)
C (0.4039, -4.5262, -0.0007)
C (0.0313, -2.9172, 1.9123)
C (2.0477, -2.6523, 0.4479)
H (2.4187, -2.6553, -0.5721)
H (2.6611, -3.3110, 1.0628)
H (2.1540, -1.6392, 0.8286)
H (-1.0156, -3.2106, 1.9513)
H (0.0870, -1.8788, 2.2226)
H (0.5946, -3.5294, 2.6163)
O (-0.7972, -4.4672, -0.8178)
H (0.2390, -5.2521, 0.7894)
H (1.2212, -4.8545, -0.6424)
O (-0.9143, 3.8328, -0.8680)
H (0.7392, 4.7713, -0.0545)
H (-0.3557, 3.9864, 1.1144)
C (-2.1957, 2.1278, -2.0176)
C (-2.1185, -2.8323, -2.0048)
C (-1.8665, -1.5704, -2.7755)
H (-3.0191, -2.7258, -1.3962)
H (-2.2778, -3.6891, -2.6539)
C (-2.2302, -0.3541, -2.1877)
C (-1.9153, 0.8705, -2.7857)
H (-2.8535, -0.3611, -1.3046)
C (-1.2365, 0.8818, -4.0019)
C (-0.9135, -0.3391, -4.5853)
C (-0.7866, 2.1604, -4.6363)
C (-1.1850, -1.5668, -3.9899)
H (-0.3643, -0.3326, -5.5182)
C (-0.6686, -2.8286, -4.6053)
H (-0.2510, -2.6401, -5.5904)
H (-1.4426, -3.5890, -4.7136)
H (0.1257, -3.2551, -3.9915)
H (-1.5906, 2.8934, -4.7099)
H (-0.4057, 1.9865, -5.6389)
H (0.0163, 2.6186, -4.0578)
H (-2.4551, 2.9654, -2.6616)
H (-3.0371, 1.9785, -1.3384)
Br (-1.3609, 3.0502, 3.8450)
C (0.1256, 2.0729, 4.5747)
C (0.8176, 2.6450, 5.6473)
C (1.8434, 1.9400, 6.2787)
C (2.1860, 0.6596, 5.8384)
C (1.5121, 0.0843, 4.7566)
C (0.4925, 0.7895, 4.1015)
C (-0.3473, 0.0753, 3.1222)
O (-1.2951, -0.6219, 3.7223)
O (-0.2531, -0.0372, 1.6618)
H (0.5363, 3.6240, 6.0152)
H (2.3533, 2.3763, 7.1279)
H (2.9556, 0.1012, 6.3548)
H (1.7544, -0.9285, 4.4585)

Values from the calculation:
Calculated total energy in a.u.: -4734.9937
ΔE to the lowest compared entry with this formula, charge and spin in kcal per mole: 136.4
LUMO energy (alpha / beta) in eV: 2.662 / 2.677
Charge: -1
Maximum force in eV/Å: 10.6